Entry 1:
{"formula": "C35H41N8V", "method": "wB97M-V/def2-TZVPD", "spin_multiplicity": 4, "relative_energy_kcal_mol": 8.4, "total_charge": 1, "e_lumo_ev": [-2.79, -2.90], "s_squared": 3.767, "elements": ["V", "C", "C", "C", "C", "C", "H", "H", "H", "H", "H", "C", "N", "C", "C", "C", "C", "C", "N", "C", "C", "C", "C", "C", "C", "H", "H", "H", "H", "H", "H", "H", "H", "H", "H", "H", "N", "C", "C", "C", "N", "C", "C", "N", "C", "H", "H", "H", "H", "H", "H", "H", "H", "H", "H", "H", "H", "H", "H", "H", "H", "N", "C", "C", "C", "C", "C", "C", "N", "C", "C", "C", "C", "N", "C", "C", "H", "H", "H", "H", "H", "H", "H", "H", "H"], "xyz": [[2.35118, 0.55007, -0.20357], [3.80597, -0.71162, 1.12771], [3.34090, 0.38744, 1.90171], [3.80402, 1.57162, 1.28502], [4.54757, 1.21406, 0.13496], [4.54623, -0.19787, 0.04429], [3.65632, -1.75881, 1.34131], [2.78727, 0.32239, 2.82794], [3.63883, 2.58308, 1.62772], [5.02867, 1.89752, -0.54675], [5.02174, -0.78070, -0.73010], [2.36365, -1.04369, -3.06562], [1.98044, 0.13658, -2.30511], [1.30425, 1.05785, -2.89210], [0.98339, 2.25987, -2.18619], [0.42769, 3.45460, -2.64991], [0.60557, 4.38499, -1.62216], [1.26336, 3.70407, -0.59391], [1.47146, 2.40853, -0.90931], [3.66475, -0.87675, -3.82522], [4.54185, 0.16904, -3.56568], [5.74054, 0.26806, -4.26091], [6.07171, -0.67414, -5.22167], [5.19502, -1.71676, -5.49044], [3.99951, -1.81474, -4.79722], [1.57119, -1.32530, -3.76769], [2.47019, -1.87014, -2.35721], [0.99667, 0.95621, -3.93522], [0.00122, 3.62692, -3.62569], [0.34477, 5.43114, -1.63291], [1.64794, 4.12913, 0.32545], [4.28555, 0.91646, -2.82600], [6.41496, 1.08846, -4.05188], [7.00409, -0.59427, -5.76430], [5.44076, -2.45160, -6.24571], [3.31683, -2.62880, -5.01498], [-1.66212, 0.59127, 2.74344], [-2.53132, 1.72034, 3.14689], [-3.35653, 2.26990, 1.97950], [-2.58391, 3.05886, 0.91937], [-1.77960, 2.15540, 0.09028], [-1.65558, 4.08205, 1.56894], [-0.79299, 3.49288, 2.67785], [0.19777, 2.50377, 2.10492], [-1.63821, 2.80826, 3.74371], [-2.08509, 0.05068, 1.99742], [-1.52923, -0.04353, 3.52337], [-0.21508, 1.53761, 2.16323], [-3.24084, 1.39742, 3.91409], [-4.11793, 2.92997, 2.40252], [-3.90158, 1.44910, 1.50205], [-3.31960, 3.61376, 0.32452], [-1.31673, 2.66660, -0.66017], [-2.37786, 1.46827, -0.35414], [-2.24875, 4.88263, 2.01638], [-1.02516, 4.54377, 0.80434], [-0.20567, 4.29219, 3.13013], [1.08563, 2.54498, 2.59948], [0.36727, 2.67813, 1.10515], [-2.24968, 3.57587, 4.22231], [-1.00315, 2.38062, 4.52469], [-3.69120, -3.64241, -0.02721], [-4.54676, -4.53200, 0.58969], [-5.72804, -5.14206, 0.17555], [-6.32804, -5.99166, 1.08015], [-5.77546, -6.22984, 2.35242], [-4.60555, -5.62533, 2.75354], [-3.98048, -4.76180, 1.85084], [-2.81080, -4.03735, 1.98529], [-2.67486, -3.39461, 0.85839], [-1.56160, -2.48409, 0.58810], [-1.54680, -1.58174, -0.47090], [-0.46603, -0.73196, -0.62441], [0.59304, -0.72758, 0.19116], [0.57324, -1.60233, 1.21077], [-0.46076, -2.48205, 1.44360], [-3.76527, -3.30960, -0.97174], [-6.15647, -4.96394, -0.80170], [-7.24779, -6.49059, 0.80618], [-6.28518, -6.90680, 3.02432], [-4.17381, -5.80790, 3.72795], [-2.36570, -1.51099, -1.17522], [-0.44702, -0.01241, -1.43111], [1.43063, -1.58589, 1.86794], [-0.42942, -3.16876, 2.27750]], "forces_ev_per_angstrom": [[0.246, 0.097, -0.008], [-0.042, 0.028, -0.058], [-0.023, 0.004, -0.050], [0.011, 0.021, -0.025], [-0.050, 0.026, -0.034], [-0.020, 0.013, -0.053], [0.005, 0.000, 0.012], [0.009, -0.004, 0.007], [0.016, -0.004, 0.022], [0.018, 0.006, 0.019], [0.019, 0.001, 0.008], [0.015, -0.040, 0.005], [0.030, 0.056, 0.189], [-0.017, -0.028, -0.028], [-0.071, 0.034, -0.049], [0.016, -0.008, 0.009], [0.005, -0.018, 0.023], [0.002, 0.032, 0.008], [0.076, -0.188, -0.013], [0.017, 0.028, 0.028], [-0.030, 0.008, -0.032], [0.010, -0.007, -0.008], [0.004, 0.011, 0.012], [-0.013, -0.004, -0.002], [0.020, -0.025, 0.017], [0.002, 0.033, -0.013], [-0.023, -0.013, -0.021], [-0.001, -0.014, 0.003], [0.001, 0.004, -0.004], [-0.003, 0.004, -0.006], [-0.005, -0.017, 0.011], [0.001, 0.000, 0.006], [0.000, 0.001, 0.000], [0.002, 0.000, -0.001], [0.000, -0.001, 0.000], [0.000, -0.004, 0.000], [-0.035, -0.122, -0.040], [0.007, -0.005, -0.007], [0.003, -0.017, -0.011], [-0.014, 0.020, 0.007], [0.001, -0.035, -0.019], [-0.028, 0.025, 0.015], [0.023, 0.066, -0.028], [0.053, -0.028, -0.115], [-0.004, 0.017, 0.033], [-0.005, -0.021, -0.012], [0.009, -0.003, -0.004], [-0.169, 0.111, 0.148], [0.016, -0.009, -0.006], [0.005, 0.001, 0.003], [-0.008, 0.003, 0.000], [0.004, -0.011, -0.003], [-0.012, 0.024, -0.008], [-0.004, 0.001, -0.011], [-0.014, -0.009, 0.001], [-0.020, -0.004, 0.018], [0.031, -0.013, -0.027], [0.037, -0.138, -0.029], [0.093, -0.036, 0.026], [-0.013, -0.012, -0.005], [-0.001, 0.006, 0.005], [-0.020, 0.036, -0.011], [0.014, -0.019, 0.032], [0.000, 0.004, -0.003], [0.004, -0.001, 0.006], [-0.007, -0.004, -0.005], [0.006, 0.006, -0.003], [-0.019, -0.009, -0.026], [0.001, 0.039, -0.002], [-0.011, -0.040, 0.020], [0.051, 0.056, -0.007], [-0.006, 0.006, 0.017], [-0.019, 0.055, -0.018], [-0.139, 0.044, 0.040], [-0.009, 0.024, 0.050], [-0.039, -0.005, 0.009], [0.021, -0.016, -0.003], [-0.001, 0.000, -0.002], [-0.001, 0.000, -0.001], [-0.001, -0.001, 0.001], [0.002, 0.000, 0.002], [-0.005, -0.005, 0.004], [-0.014, -0.009, 0.010], [0.009, -0.007, -0.015], [0.001, 0.003, 0.000]], "lowdin_charge": [0.73, -0.18, -0.20, -0.19, -0.17, -0.16, 0.11, 0.10, 0.10, 0.11, 0.11, -0.16, -0.08, -0.09, -0.34, -0.05, -0.10, -0.22, -0.03, -0.21, -0.05, -0.07, -0.08, -0.08, -0.05, 0.12, 0.12, 0.15, 0.11, 0.10, 0.11, 0.09, 0.11, 0.11, 0.11, 0.11, 0.05, -0.34, -0.10, -0.36, 0.07, -0.10, -0.26, 0.20, -0.10, 0.07, 0.10, 0.10, 0.14, 0.13, 0.12, 0.14, 0.07, 0.08, 0.14, 0.11, 0.15, 0.15, 0.07, 0.13, 0.13, 0.17, -0.19, -0.02, -0.08, -0.08, -0.01, -0.22, 0.18, -0.29, -0.13, 0.00, -0.13, 0.00, -0.10, 0.01, 0.15, 0.11, 0.11, 0.10, 0.11, 0.11, 0.10, 0.10, 0.12]}

Entry 2:
{"formula": "C35H42N3ORhSi3", "method": "wB97M-V/def2-TZVPD", "spin_multiplicity": 1, "e_lumo_ev": -0.43, "elements": ["Rh", "C", "Si", "C", "C", "C", "C", "C", "C", "C", "Si", "C", "C", "H", "H", "H", "H", "H", "H", "H", "H", "H", "H", "H", "H", "H", "H", "H", "H", "C", "Si", "C", "C", "N", "C", "C", "C", "C", "C", "C", "O", "C", "C", "C", "C", "C", "C", "H", "H", "H", "H", "H", "H", "H", "H", "H", "H", "H", "H", "H", "H", "H", "H", "H", "H", "C", "C", "C", "C", "N", "C", "C", "C", "C", "C", "C", "N", "H", "H", "H", "H", "H", "H", "H", "H"], "xyz": [[0.01560, 0.14712, 0.07863], [2.76538, -1.16680, 1.68887], [1.90430, 0.48052, 1.31136], [3.19067, 1.58789, 0.44866], [1.63377, 1.46823, 2.89274], [2.51095, 1.57027, 3.97182], [2.21434, 2.40750, 5.03808], [1.05051, 3.17289, 5.01819], [0.18338, 3.09035, 3.93843], [0.45731, 2.22533, 2.88128], [-0.56719, 1.98126, 1.31452], [-2.43024, 2.05505, 1.66977], [-0.14783, 3.62511, 0.44397], [2.88731, -1.30144, 2.76607], [3.76058, -1.20484, 1.23766], [2.18318, -2.01215, 1.31640], [3.92348, 1.86696, 1.21283], [2.72658, 2.51467, 0.10232], [3.73495, 1.14639, -0.38530], [3.42663, 0.98647, 3.99244], [2.88737, 2.47201, 5.88439], [0.82428, 3.82963, 5.84947], [-0.72330, 3.68868, 3.93957], [-2.63073, 2.50132, 2.64684], [-2.87764, 1.06001, 1.65602], [-2.94437, 2.67123, 0.92707], [-0.22208, 4.40094, 1.21312], [-0.78144, 3.92751, -0.38781], [0.88926, 3.62145, 0.10005], [-1.10349, -0.08023, 4.15267], [-1.05251, -1.56774, 3.02522], [-2.79912, -2.25439, 3.16912], [0.16165, -2.67330, 3.97633], [-0.66631, -1.35764, 1.31365], [-0.86334, -2.52119, 0.56205], [-0.96745, -3.80630, 1.13324], [-1.26128, -4.95508, 0.41638], [-1.45875, -4.90275, -0.95121], [-1.33554, -3.66937, -1.57304], [-1.03647, -2.53780, -0.84082], [-0.87463, -1.29821, -1.48436], [-1.21321, -1.21922, -2.82614], [-0.26827, -1.51109, -3.79508], [-0.60866, -1.37560, -5.13405], [-1.88227, -0.95792, -5.49446], [-2.82495, -0.68717, -4.51073], [-2.49355, -0.82324, -3.17096], [-1.53084, -0.51160, 5.06581], [-1.75963, 0.72935, 3.84915], [-0.13423, 0.33170, 4.41825], [-3.02020, -2.42772, 4.22612], [-2.98756, -3.18045, 2.62746], [-3.50925, -1.50590, 2.80731], [0.20174, -2.31014, 5.00650], [1.17085, -2.59351, 3.56686], [-0.09043, -3.73282, 4.02151], [-0.81791, -3.92670, 2.19137], [-1.33040, -5.89510, 0.94923], [-1.69215, -5.78670, -1.52786], [-1.47497, -3.58875, -2.64204], [0.71631, -1.84686, -3.49757], [0.12582, -1.60132, -5.89650], [-2.14331, -0.85236, -6.53917], [-3.82264, -0.37081, -4.78646], [-3.21112, -0.62457, -2.38530], [3.68058, -0.80394, -2.83711], [3.60171, 0.10971, -3.87852], [2.53996, 0.99546, -3.92034], [1.58163, 0.94495, -2.91161], [1.69173, 0.10592, -1.88705], [2.70616, -0.75273, -1.85528], [0.32013, 1.73754, -2.94640], [-0.05079, 2.50160, -4.04821], [-1.29824, 3.09793, -4.06805], [-2.15197, 2.90605, -2.99470], [-1.69603, 2.14802, -1.93159], [-0.48945, 1.59097, -1.89605], [4.48185, -1.52669, -2.77466], [4.35507, 0.12755, -4.65528], [2.46273, 1.70395, -4.73177], [2.73921, -1.42216, -1.00250], [0.61077, 2.61425, -4.89400], [-1.60464, 3.68990, -4.92054], [-3.14476, 3.33266, -2.97224], [-2.32255, 1.97798, -1.06405]], "forces_ev_per_angstrom": [[-0.517, 0.204, -0.099], [0.018, -0.025, -0.066], [0.267, 0.112, -0.008], [-0.011, 0.033, 0.056], [-0.134, -0.087, -0.003], [-0.012, 0.007, 0.061], [-0.036, 0.010, -0.025], [0.023, -0.017, -0.035], [0.018, 0.018, 0.058], [0.009, -0.130, -0.039], [0.011, 0.276, 0.072], [-0.025, -0.052, -0.037], [0.023, 0.008, 0.044], [-0.009, 0.014, -0.003], [0.002, 0.006, 0.007], [0.002, -0.029, 0.032], [0.015, 0.005, -0.013], [0.039, -0.022, -0.013], [-0.036, -0.065, -0.029], [0.000, 0.001, 0.004], [0.001, -0.004, 0.004], [-0.003, 0.002, 0.002], [0.001, -0.002, 0.001], [0.022, 0.020, 0.015], [-0.017, -0.012, 0.037], [0.005, -0.008, 0.011], [-0.003, 0.006, -0.007], [-0.044, -0.048, -0.036], [-0.039, 0.026, -0.016], [-0.084, 0.027, 0.009], [0.057, 0.041, -0.053], [-0.055, -0.032, 0.025], [0.060, 0.039, 0.012], [0.131, -0.107, 0.008], [-0.061, -0.024, -0.053], [0.096, -0.125, -0.013], [-0.002, 0.029, -0.053], [0.009, 0.016, 0.102], [0.000, 0.004, -0.068], [0.051, 0.063, 0.000], [-0.172, -0.182, 0.139], [0.017, 0.052, -0.009], [0.023, -0.001, -0.040], [0.008, -0.002, 0.026], [-0.023, 0.001, 0.017], [0.019, 0.000, -0.026], [0.010, 0.028, 0.030], [-0.016, 0.016, -0.006], [-0.031, 0.080, -0.056], [0.035, -0.041, -0.013], [-0.022, -0.017, -0.003], [0.008, 0.043, 0.010], [-0.006, 0.020, 0.000], [0.025, -0.008, 0.004], [-0.017, -0.018, -0.018], [-0.038, -0.016, -0.016], [0.053, 0.045, 0.022], [0.001, -0.013, -0.014], [0.001, -0.004, -0.002], [-0.003, -0.012, 0.007], [-0.008, -0.007, 0.003], [0.002, -0.001, -0.003], [-0.002, 0.000, -0.003], [-0.001, -0.001, 0.000], [-0.009, 0.008, 0.008], [-0.008, 0.062, -0.046], [0.014, -0.053, 0.034], [-0.012, 0.031, -0.016], [0.070, -0.029, 0.058], [0.155, -0.196, -0.126], [0.013, 0.037, -0.008], [-0.110, 0.012, 0.008], [0.027, -0.017, -0.008], [-0.053, 0.007, 0.014], [0.044, -0.005, -0.033], [-0.001, -0.018, 0.030], [0.213, 0.005, 0.173], [0.006, 0.001, -0.006], [-0.001, -0.001, 0.003], [-0.012, 0.007, -0.001], [-0.006, 0.008, -0.015], [0.013, -0.013, 0.002], [0.000, 0.002, 0.003], [0.000, 0.003, -0.004], [0.021, 0.005, -0.009]], "lowdin_charge": [0.65, -0.21, 0.47, -0.19, -0.32, -0.10, -0.09, -0.09, -0.10, -0.34, 0.47, -0.21, -0.19, 0.02, 0.02, 0.01, 0.03, 0.01, 0.01, 0.10, 0.10, 0.10, 0.10, 0.02, 0.01, 0.01, 0.03, 0.01, 0.01, -0.16, 0.42, -0.16, -0.16, -0.17, -0.30, -0.08, -0.09, -0.10, -0.03, -0.18, -0.10, -0.31, -0.02, -0.07, -0.09, -0.07, -0.01, 0.04, 0.01, 0.02, 0.03, 0.02, 0.03, 0.03, 0.01, 0.02, 0.06, 0.10, 0.10, 0.11, 0.12, 0.11, 0.10, 0.11, 0.13, -0.04, -0.05, 0.00, -0.22, 0.07, -0.14, -0.19, 0.00, -0.04, -0.04, -0.15, 0.07, 0.11, 0.11, 0.10, 0.10, 0.11, 0.11, 0.11, 0.10]}